Formula: C4H5NO
Source: the OMol25 dataset
Level of theory: ωB97M-V/def2-TZVPD

## Properties
- multiplicity = 1
- ΔE to the lowest compared entry with this formula, charge and spin (kJ/mol) = 604.7
- HOMO-LUMO gap (spin up / spin down) (Eh) = 0.32489 / 0.32492
- HOMO (spin up / spin down) (eV) = -8.154 / -8.155
- total energy (Eh) = -285.18427

Geometry as XYZ:
```
11
Properties=species:S:1:pos:R:3:mulliken_charge:R:1
C 0.955 -1.091 0.694 -0.79
C 1.956 -0.511 0.066 0.01
C -0.492 0.514 -0.459 0.43
C -1.860 0.455 -0.128 -0.95
N 0.479 0.959 -1.013 -0.23
O 1.786 0.548 -0.859 -0.14
H 0.703 -1.533 1.576 0.35
H 2.933 -0.827 0.126 0.42
H -2.442 0.323 -0.954 0.35
H -1.935 -0.258 0.673 0.25
H -2.082 1.421 0.279 0.31
```

=====

Formula: C17H62N12O14
Source: the OMol25 dataset
Level of theory: ωB97M-V/def2-TZVPD

## Properties
- multiplicity = 1
- ΔE to the lowest compared entry with this formula, charge and spin (kJ/mol) = 233.5
- HOMO-LUMO gap (Eh) = 0.30079
- HOMO (eV) = -8.549
- total energy (Eh) = -2395.18101

Geometry as XYZ:
```
105
Properties=species:S:1:pos:R:3:mulliken_charge:R:1
C -1.290 -13.421 -26.132 -0.55
C -1.110 -14.905 -25.980 -0.23
O -1.659 -15.399 -24.742 -0.54
H -0.963 -13.109 -25.149 -0.24
H -2.324 -13.162 -26.276 0.44
H -0.808 -12.816 -26.919 0.26
H -0.051 -15.130 -25.893 -0.04
H -1.521 -15.470 -26.751 0.47
H -1.037 -15.987 -24.325 0.30
C 2.756 -12.163 -22.118 0.89
C 1.296 -12.313 -21.886 1.91
O 0.593 -12.201 -23.121 1.39
H 3.128 -11.364 -22.767 0.34
H 3.039 -13.139 -22.549 -0.40
H 3.369 -12.192 -21.157 -0.17
H 1.066 -11.536 -21.194 -1.87
H 0.919 -13.128 -21.341 0.51
H 0.420 -13.117 -23.370 -1.00
C 6.084 -11.395 -21.574 0.00
C 7.398 -11.733 -22.342 -0.46
O 7.838 -10.663 -23.044 -0.50
H 5.277 -11.659 -22.212 -0.42
H 6.000 -10.350 -21.290 0.35
H 5.872 -12.057 -20.697 0.07
H 7.389 -12.639 -23.020 0.22
H 8.187 -12.032 -21.582 0.29
H 7.645 -9.861 -22.622 0.32
C 1.692 -15.443 -19.719 0.56
O 1.690 -16.724 -20.267 -0.91
N 0.615 -14.885 -19.337 0.09
N 2.612 -14.605 -19.429 -0.05
H -0.232 -15.433 -19.586 0.19
H 0.505 -13.854 -19.393 -0.48
H 3.529 -14.794 -19.853 0.23
H 2.534 -13.729 -18.854 0.34
C -0.560 -12.259 -17.868 0.21
O 0.258 -12.103 -18.989 -0.54
N -0.448 -11.545 -16.765 -0.40
N -1.650 -12.942 -18.007 -0.17
H 0.255 -10.768 -16.708 0.29
H -0.871 -11.919 -15.869 0.22
H -1.862 -13.428 -18.790 0.15
H -2.484 -12.862 -17.322 0.27
C 0.508 -10.186 -25.977 0.27
O -0.084 -10.059 -27.170 -0.79
N -0.144 -10.489 -24.897 0.22
N 1.787 -10.037 -25.807 -0.22
H -1.169 -10.430 -24.827 0.27
H 0.410 -11.081 -24.239 -0.33
H 2.358 -9.762 -26.657 0.26
H 2.184 -9.694 -24.912 0.38
C 2.541 -8.777 -22.108 0.66
O 1.379 -8.939 -21.441 -0.82
N 2.505 -8.587 -23.422 -0.56
N 3.689 -8.990 -21.567 -0.06
H 1.623 -8.179 -23.764 0.29
H 3.358 -8.369 -23.848 0.16
H 3.791 -9.356 -20.631 -0.04
H 4.599 -8.675 -21.990 0.27
C 1.836 -15.868 -23.356 -0.45
O 0.708 -15.267 -22.876 -0.25
N 2.420 -16.881 -22.862 -0.24
N 2.520 -15.362 -24.381 0.12
H 2.034 -17.103 -21.950 0.45
H 3.422 -17.184 -22.878 0.29
H 2.175 -14.427 -24.816 -0.11
H 3.519 -15.620 -24.482 0.26
C 3.217 -10.777 -18.936 -0.01
O 3.331 -12.125 -18.653 -0.75
N 4.175 -9.974 -19.140 -0.41
N 2.066 -10.199 -19.145 -0.16
H 5.146 -10.412 -19.001 0.30
H 4.122 -8.965 -18.813 0.35
H 1.318 -10.941 -19.145 -0.01
H 2.031 -9.378 -19.787 0.36
C 2.440 -13.286 -26.632 -1.35
O 2.196 -12.778 -25.312 0.21
H 1.566 -13.898 -26.861 0.32
H 3.269 -13.967 -26.608 0.47
H 2.444 -12.561 -27.421 0.31
H 1.985 -11.855 -25.273 -0.47
C -1.871 -15.010 -21.389 -1.09
O -2.459 -14.417 -20.274 -0.59
H -1.283 -14.248 -21.854 0.29
H -2.562 -15.449 -22.010 0.46
H -1.096 -15.591 -21.009 0.56
H -2.986 -15.100 -19.838 0.23
C -1.959 -11.096 -21.200 0.04
O -1.109 -9.939 -21.313 -0.66
H -2.955 -10.819 -21.408 0.60
H -1.965 -11.638 -20.212 -0.15
H -1.807 -11.811 -22.058 -0.24
H -0.194 -10.173 -21.471 0.09
C 5.207 -12.670 -25.228 0.11
O 6.210 -13.494 -25.811 -0.60
H 4.598 -13.380 -24.595 -0.21
H 4.599 -12.226 -26.002 0.26
H 5.706 -11.947 -24.587 0.12
H 6.028 -14.415 -25.541 0.37
C 4.973 -15.049 -21.741 0.82
O 5.154 -14.866 -20.385 -0.69
H 5.304 -16.024 -22.024 0.56
H 5.453 -14.257 -22.294 -0.05
H 3.980 -15.020 -22.106 -1.14
H 6.113 -14.732 -20.341 0.41
```

=====

> The highest ΔE to the lowest compared entry with this formula, charge and spin belongs to which entry?

C4H5NO

=====

> Number 2 is which compound?

C17H62N12O14

=====

> Which value of multiplicity does entry 1 give?

1